(1)
The following is a quantum chemistry calculation of a cluster of 3 separate species, C39H55N2OS2 in total in a non-equilibrium geometry, from the Open Molecules 2025 dataset.

Last column: Mulliken charge in e.
CARTESIAN COORDINATES (ANGSTROEM)
C -0.803 -1.354 1.663  -0.254
C -0.701 -0.463 0.684  -0.206
C -0.478 0.744 -0.393  -0.494
C 1.052 1.262 -0.120  0.117
N 1.179 2.218 1.005  0.028
C 2.472 2.779 1.393  -0.557
C 3.798 2.327 0.629  0.283
C 3.749 1.288 -0.589  0.717
C 5.108 0.804 -1.352  -0.474
C 5.685 1.907 -2.383  -0.727
C 6.108 3.310 -1.650  -0.627
S 7.304 3.009 -0.214  -0.106
C 7.926 4.648 0.392  -0.099
S 8.987 5.490 -0.635  -0.081
N 7.577 5.316 1.670  0.354
C 7.828 4.501 2.872  0.012
C 9.074 4.951 3.781  -0.467
C 9.465 4.096 5.079  -0.378
C 8.680 2.810 5.544  -0.394
C 7.433 2.366 4.655  -0.697
C 7.069 3.207 3.349  0.378
C 6.299 6.045 1.645  0.283
C 4.933 5.649 2.308  0.054
C 3.586 6.507 2.165  -0.659
C 3.562 7.845 1.283  -0.495
C 4.958 8.253 0.633  -0.375
C 6.284 7.405 0.784  -0.441
C 2.293 0.754 -0.974  0.022
C 2.097 -0.268 -2.194  -1.163
C 1.578 0.647 -3.586  0.148
C 2.008 2.291 -3.529  -0.424
O 2.699 1.176 -4.477  -0.413
H -0.504 -1.922 2.632  0.326
H -0.614 0.322 -1.451  0.226
H -1.184 1.646 -0.165  0.422
H 0.342 2.525 1.553  0.348
H 2.483 3.523 2.267  0.347
H 4.780 2.794 1.004  -0.174
H 5.864 0.585 -0.488  0.423
H 4.966 -0.229 -1.877  0.375
H 4.918 2.158 -3.228  0.244
H 6.622 1.505 -2.953  0.371
H 6.612 3.949 -2.486  0.529
H 5.141 3.844 -1.290  0.254
H 9.701 5.887 3.489  0.338
H 10.394 4.433 5.680  0.293
H 8.983 2.184 6.479  0.317
H 6.839 1.431 4.996  0.303
H 6.173 2.822 2.728  0.071
H 4.856 4.690 2.930  0.470
H 2.593 6.193 2.643  0.295
H 2.614 8.485 1.131  0.330
H 5.021 9.192 -0.031  0.303
H 7.253 7.738 0.263  0.291
H 1.232 -1.007 -2.033  0.366
H 3.049 -0.814 -2.531  0.278
H 0.500 0.365 -4.076  0.312
H 1.744 2.867 -4.508  0.399
H 2.882 2.625 -2.866  0.087
C -3.667 -3.211 0.229  -0.729
C -4.480 -2.013 0.698  -0.114
C -5.033 -2.174 2.115  -0.750
C -6.016 -3.336 2.306  -0.890
C -7.248 -3.304 1.400  0.527
C -8.133 -2.087 1.628  -1.431
H -4.275 -4.117 0.177  -0.019
H -3.267 -3.025 -0.772  0.313
H -2.824 -3.398 0.900  0.212
H -5.291 -1.818 -0.011  0.304
H -3.835 -1.127 0.678  0.085
H -5.516 -1.237 2.412  0.349
H -4.197 -2.314 2.810  0.321
H -6.343 -3.341 3.352  0.392
H -5.491 -4.284 2.151  0.320
H -7.842 -4.205 1.595  0.331
H -6.952 -3.352 0.347  -0.294
H -8.476 -2.041 2.666  0.314
H -9.015 -2.136 0.983  0.409
H -7.608 -1.156 1.398  0.306
C -6.907 -6.127 -5.121  -1.167
C -7.876 -6.768 -4.138  -0.435
C -8.356 -5.808 -3.048  -0.956
C -7.259 -5.264 -2.125  -0.138
C -6.441 -6.324 -1.386  0.087
C -7.273 -7.174 -0.437  -1.214
H -5.988 -5.801 -4.629  0.273
H -6.628 -6.846 -5.897  0.381
H -7.364 -5.264 -5.613  0.290
H -7.414 -7.655 -3.692  0.232
H -8.750 -7.124 -4.695  0.376
H -9.120 -6.313 -2.447  0.350
H -8.861 -4.958 -3.521  0.410
H -7.727 -4.600 -1.390  0.046
H -6.576 -4.635 -2.706  0.386
H -5.664 -5.815 -0.803  -0.187
H -5.918 -6.972 -2.097  0.370
H -7.773 -6.551 0.311  0.176
H -6.633 -7.887 0.091  0.401
H -8.035 -7.749 -0.971  0.351

As for the HOMO energy: -10.5874 eV. The calculation puts the LUMO energy at -4.565 eV. The charge is +1. For the strongest force on any atom, the calculation gives 7.494 eV/A.

(2)
The following is a quantum chemistry calculation of a cluster of 3 separate species, C39H56Cl2F16NO7PS in total in a non-equilibrium geometry, from the Open Molecules 2025 dataset.

Last column: Mulliken charge in e.
CARTESIAN COORDINATES (ANGSTROEM)
C -0.100 -5.881 -3.764  -0.652
C -0.058 -7.168 -2.776  -0.534
C 1.015 -7.030 -1.581  -0.690
C 0.922 -5.655 -0.754  0.531
C 0.927 -5.868 0.846  -0.756
C -0.427 -5.282 1.492  -0.724
C -0.411 -3.655 1.413  -0.240
C -0.947 -2.945 2.761  -0.517
C -2.517 -2.568 2.629  -0.665
C -2.561 -1.191 1.755  -0.051
C -2.457 0.022 2.837  -0.816
C -1.466 1.170 2.280  -0.082
C -0.370 1.601 3.385  -0.481
C -0.419 3.162 3.786  -1.204
C -0.427 4.163 2.533  0.445
C 1.041 4.764 2.171  -0.515
C 1.294 4.841 0.558  -0.348
O 1.217 3.475 0.089  0.477
C 2.395 2.729 0.367  -0.073
O 2.229 1.599 0.911  -0.509
C 3.884 3.173 0.010  0.477
C 4.688 3.836 1.190  -0.239
C 6.131 4.372 1.027  -0.568
C 6.776 4.236 -0.386  -0.361
C 6.004 3.565 -1.580  -0.535
C 4.538 3.028 -1.396  -0.396
C 0.221 5.843 -0.075  0.142
C 0.021 5.740 -1.660  -0.450
Cl 1.538 5.186 -2.574  -0.169
C -1.309 4.946 -2.115  -0.120
C -1.340 3.403 -1.701  -0.617
Cl -2.829 5.838 -1.513  -0.166
O 0.743 7.208 0.167  -0.510
S 0.734 7.584 1.798  1.390
O 1.816 8.643 1.991  -0.734
O -0.579 8.240 2.119  -0.672
C 1.198 6.182 2.914  -0.298
P 2.971 6.405 3.583  0.368
N 3.158 5.299 4.737  -0.780
H 0.475 -4.978 -3.355  0.025
H 0.313 -6.125 -4.805  0.324
H -1.205 -5.567 -3.859  0.215
H 0.258 -8.064 -3.411  0.310
H -1.080 -7.350 -2.281  0.281
H 2.058 -7.195 -2.045  0.295
H 0.841 -7.912 -0.850  0.280
H 1.799 -4.999 -1.073  -0.437
H -0.044 -5.088 -1.052  0.172
H 1.031 -6.983 1.085  0.372
H 1.846 -5.327 1.290  0.322
H -0.523 -5.538 2.610  0.417
H -1.360 -5.642 0.916  0.217
H 0.654 -3.249 1.214  0.196
H -1.093 -3.290 0.555  0.188
H -0.791 -3.599 3.698  0.386
H -0.348 -1.958 2.858  0.064
H -3.147 -3.380 2.135  0.150
H -2.962 -2.330 3.671  0.441
H -1.655 -1.210 1.048  0.303
H -3.523 -1.076 1.150  -0.147
H -2.107 -0.358 3.863  0.404
H -3.483 0.498 2.998  0.292
H -2.139 2.062 1.975  0.245
H -0.961 0.835 1.293  0.070
H 0.692 1.393 3.004  0.077
H -0.487 0.984 4.355  0.518
H -1.384 3.320 4.407  0.282
H 0.463 3.395 4.477  0.392
H -0.871 3.731 1.574  -1.056
H -1.076 5.071 2.832  0.655
H 1.792 4.046 2.687  0.424
H 2.325 5.334 0.445  0.318
H 4.181 3.939 2.221  0.471
H 6.615 4.864 1.930  0.358
H 7.831 4.665 -0.502  0.315
H 6.517 3.509 -2.605  0.328
H 3.957 2.569 -2.271  0.443
H -0.816 5.821 0.402  0.300
H -0.145 6.827 -2.023  0.426
H -1.335 5.027 -3.268  0.374
H -2.248 2.875 -2.161  0.453
H -0.359 2.902 -2.000  0.143
H -1.471 3.303 -0.554  -0.059
H 0.485 6.203 3.814  0.584
H 3.133 7.698 4.206  0.128
H 3.954 6.218 2.541  0.097
H 3.945 4.657 4.514  0.304
F 5.186 -3.819 -2.306  -0.224
C 4.395 -2.763 -2.047  0.069
F 3.478 -3.191 -1.141  -0.253
C 3.692 -2.226 -3.295  0.935
F 2.840 -3.145 -3.810  -0.252
F 2.913 -1.172 -2.908  -0.312
C 4.614 -1.711 -4.419  -0.813
O 4.885 -2.608 -5.506  -0.418
C 5.930 -3.543 -5.329  0.760
F 6.638 -3.225 -4.229  -0.276
F 6.770 -3.364 -6.375  -0.299
C 5.433 -4.994 -5.324  0.183
F 4.517 -5.205 -4.354  -0.185
F 6.455 -5.852 -5.090  -0.258
H 4.995 -1.986 -1.566  0.301
H 4.077 -0.883 -4.893  0.401
H 5.530 -1.257 -4.032  0.370
H 4.973 -5.251 -6.283  0.228
F -7.687 -2.523 2.033  -0.215
C -6.647 -2.912 1.276  0.010
F -5.558 -2.896 2.089  -0.191
C -6.417 -2.001 0.068  1.067
F -6.077 -0.749 0.458  -0.272
F -5.336 -2.486 -0.613  -0.343
C -7.579 -1.914 -0.942  -0.802
O -8.463 -0.789 -0.829  -0.412
C -9.523 -0.888 0.101  0.763
F -9.628 -2.161 0.530  -0.273
F -10.654 -0.637 -0.597  -0.298
C -9.402 0.123 1.248  0.186
F -8.241 -0.023 1.923  -0.195
F -10.401 -0.048 2.147  -0.258
H -6.810 -3.948 0.964  0.264
H -7.115 -1.782 -1.924  0.408
H -8.131 -2.855 -1.025  0.343
H -9.445 1.148 0.869  0.237

As for the HOMO energy: -9.1623 eV. Its SMILES is CCCCCCCCCCCCCCC[C@H]1[C@@H](OC(=O)c2ccccc2)[C@H]([C@@H](Cl)[C@@H](C)Cl)OS(=O)(=O)[C@@H]1[PH2]=N.FC(F)C(F)(F)COC(F)(F)C(F)F.FC(F)C(F)(F)COC(F)(F)C(F)F. The calculation puts the LUMO energy at -0.388 eV. For the strongest force on any atom, the calculation gives 7.426 eV/A.

(3)
The following is a quantum chemistry calculation of a structure of composition C39H57AsCuN6OPSi4, from the Open Molecules 2025 dataset.

Last column: Mulliken charge in e.
CARTESIAN COORDINATES (ANGSTROEM)
Cu 1.243 -1.905 -0.209  -0.936
C -0.222 -5.607 3.723  -0.983
N -0.369 -4.797 2.529  0.202
C -1.355 -4.947 1.591  -0.600
C -1.093 -4.032 0.609  -0.852
N 0.033 -3.334 0.929  0.720
C 0.458 -3.809 2.083  0.181
P 1.947 -3.231 2.962  -0.501
C 1.724 -1.444 2.769  0.057
N 1.587 -0.812 1.619  0.569
C 1.447 0.509 1.917  -1.462
C 1.501 0.684 3.270  -0.193
N 1.682 -0.559 3.808  0.374
C 1.820 -0.855 5.220  -0.917
C 3.156 -3.502 1.624  0.160
N 2.997 -3.124 0.372  0.387
C 4.145 -3.454 -0.283  -0.550
C 5.015 -4.043 0.590  -0.733
N 4.382 -4.070 1.804  0.182
C 4.927 -4.657 3.013  -0.938
H -1.198 -5.759 4.180  0.365
H 0.422 -5.092 4.431  0.363
H 0.218 -6.574 3.482  0.297
H -2.138 -5.676 1.704  0.479
H -1.633 -3.834 -0.301  0.369
H 1.293 1.257 1.160  0.531
H 1.371 1.570 3.865  0.696
H 1.522 0.025 5.784  0.330
H 2.851 -1.103 5.469  0.309
H 1.175 -1.686 5.500  0.341
H 4.271 -3.247 -1.332  0.309
H 6.009 -4.435 0.461  0.461
H 5.951 -4.316 3.156  0.360
H 4.917 -5.745 2.952  0.301
H 4.330 -4.345 3.866  0.333
C 1.192 -1.869 -5.776  -1.081
Si 1.079 -2.627 -4.047  0.553
C -0.316 -3.905 -4.108  -1.107
C 2.675 -3.615 -3.808  -1.048
Si 0.765 -1.122 -2.295  0.661
Si -1.403 -0.331 -2.655  0.033
C -2.672 -1.551 -1.957  -0.540
C -1.671 1.303 -1.743  0.170
C -1.904 -0.045 -4.455  -1.090
Si 2.091 0.693 -2.913  -0.136
C 1.472 1.741 -4.361  -0.990
C 2.264 1.882 -1.452  -0.230
C 3.842 0.122 -3.352  -1.022
H 1.311 -2.647 -6.535  0.407
H 2.049 -1.196 -5.850  0.246
H 0.298 -1.291 -6.018  0.267
H -0.117 -4.665 -4.868  0.402
H -1.274 -3.437 -4.344  0.261
H -0.421 -4.409 -3.144  0.232
H 2.833 -4.326 -4.624  0.405
H 2.632 -4.173 -2.870  0.184
H 3.543 -2.951 -3.767  0.276
H -2.513 -1.677 -0.885  -0.342
H -2.568 -2.529 -2.434  0.294
H -3.699 -1.204 -2.110  0.406
H -1.330 1.213 -0.709  -0.494
H -2.727 1.594 -1.723  0.534
H -1.108 2.118 -2.206  -0.210
H -1.892 -0.976 -5.026  0.249
H -1.224 0.653 -4.947  0.305
H -2.915 0.370 -4.512  0.400
H 0.526 2.225 -4.105  0.171
H 1.306 1.139 -5.257  0.280
H 2.191 2.529 -4.608  0.422
H 2.799 2.796 -1.726  0.447
H 2.808 1.396 -0.638  0.337
H 1.276 2.166 -1.081  -0.524
H 3.841 -0.512 -4.242  0.230
H 4.260 -0.463 -2.528  0.200
H 4.507 0.968 -3.542  0.383
O 0.008 3.137 2.781  -0.690
As -1.423 3.521 2.070  1.636
C -1.137 4.263 0.323  0.358
C -2.184 4.538 -0.550  0.043
C -1.909 5.044 -1.810  -0.766
C -0.593 5.269 -2.195  -0.576
C 0.449 4.997 -1.321  -0.388
C 0.180 4.492 -0.056  -0.735
C -2.473 4.818 3.036  0.121
C -3.102 4.414 4.211  -0.453
C -3.847 5.324 4.943  -0.666
C -3.966 6.637 4.503  -0.400
C -3.338 7.040 3.335  -0.706
C -2.589 6.130 2.599  -0.304
C -2.606 2.014 1.866  -0.250
C -3.962 2.186 1.610  -0.304
C -4.767 1.078 1.389  -0.849
C -4.219 -0.198 1.434  -0.435
C -2.870 -0.370 1.708  0.026
C -2.063 0.737 1.926  -0.587
H -3.210 4.346 -0.258  0.341
H -2.718 5.248 -2.499  0.390
H -0.380 5.651 -3.185  0.391
H 1.473 5.158 -1.630  0.400
H 0.980 4.253 0.635  0.431
H -3.009 3.389 4.551  0.399
H -4.336 5.011 5.856  0.382
H -4.551 7.346 5.075  0.386
H -3.429 8.063 2.994  0.397
H -2.098 6.444 1.686  0.374
H -4.394 3.179 1.589  0.422
H -5.820 1.210 1.180  0.409
H -4.847 -1.060 1.248  0.396
H -2.438 -1.363 1.731  0.282
H -1.007 0.612 2.129  0.575

As for the HOMO energy: -6.1542 eV. The calculation puts the LUMO energy at 0.206 eV. For the strongest force on any atom, the calculation gives 0.137 eV/A.

(4)
The following is a quantum chemistry calculation of a structure of composition C39H57BCl3N6Si2Tl, from the Open Molecules 2025 dataset.

Last column: Mulliken charge in e.
CARTESIAN COORDINATES (ANGSTROEM)
Tl 1.968 -0.107 -0.591  0.555
C 1.922 2.595 -2.265  -1.022
C 0.618 3.317 -1.951  1.983
C 0.944 4.733 -1.449  -1.731
C -0.299 2.641 -0.957  -0.518
C -1.497 3.222 -0.510  -0.782
C -2.015 2.363 0.428  -0.049
C -3.192 2.775 1.282  0.054
C -4.477 1.957 1.153  -1.433
C -2.790 2.936 2.748  -1.281
N -1.177 1.285 0.506  0.705
N -0.105 1.492 -0.324  1.009
B -1.299 0.055 1.483  -0.334
N -1.079 -1.359 0.779  0.821
N 0.193 -1.694 0.436  0.301
C 0.209 -2.958 0.054  -0.418
C -1.088 -3.472 0.098  -0.898
C -1.889 -2.443 0.558  -0.427
C -3.390 -2.669 0.629  0.649
C -3.765 -3.696 1.707  -1.432
C -4.279 -1.444 0.718  -1.324
C 1.479 -3.620 -0.410  2.035
C 2.551 -3.605 0.686  -1.424
C 1.218 -5.049 -0.876  -2.015
N -0.252 0.231 2.655  0.878
N 0.999 0.592 2.278  -0.211
C 1.756 0.635 3.356  -0.354
C 0.991 0.292 4.485  -0.690
C -0.288 0.062 4.010  -0.152
C -1.413 -0.333 4.945  0.282
C -2.636 -0.983 4.312  -1.022
C -1.821 0.831 5.860  -1.418
C 3.206 1.016 3.271  0.995
C 3.444 2.400 3.882  -1.620
C 4.103 -0.036 3.923  -1.538
H 2.505 3.170 -2.988  0.400
H 2.540 2.492 -1.369  0.281
H 1.743 1.612 -2.700  -0.524
H 0.045 3.408 -2.880  -0.733
H 1.483 4.674 -0.499  0.372
H 1.580 5.253 -2.171  0.462
H 0.041 5.329 -1.293  0.365
H -1.933 4.159 -0.822  0.352
H -3.429 3.771 0.905  0.505
H -4.437 1.067 1.774  0.038
H -5.331 2.557 1.483  0.517
H -4.648 1.652 0.119  0.316
H -2.451 1.979 3.143  -0.057
H -1.968 3.649 2.847  0.389
H -3.637 3.286 3.347  0.482
H -2.405 0.072 1.926  -0.710
H -1.430 -4.453 -0.200  0.577
H -3.617 -3.146 -0.327  0.553
H -3.585 -3.300 2.705  0.203
H -4.827 -3.957 1.633  0.406
H -3.176 -4.607 1.595  0.403
H -4.308 -1.063 1.738  0.022
H -3.916 -0.655 0.059  0.098
H -5.302 -1.701 0.427  0.478
H 1.848 -3.051 -1.270  -0.734
H 2.226 -4.211 1.539  0.310
H 3.494 -4.009 0.308  0.449
H 2.737 -2.594 1.047  0.082
H 0.793 -5.645 -0.061  0.371
H 0.522 -5.068 -1.719  0.393
H 2.152 -5.519 -1.192  0.456
H 1.309 0.225 5.516  0.461
H -0.962 -1.086 5.597  0.779
H -3.296 -0.242 3.857  0.039
H -2.328 -1.683 3.538  -0.139
H -3.208 -1.522 5.072  0.502
H -2.233 1.657 5.281  0.174
H -2.579 0.504 6.580  0.420
H -0.958 1.206 6.411  0.396
H 3.467 1.074 2.213  0.024
H 3.213 2.396 4.952  0.322
H 4.487 2.703 3.745  0.443
H 2.807 3.143 3.397  0.356
H 3.955 -0.062 5.008  0.287
H 3.879 -1.029 3.525  0.262
H 5.155 0.185 3.718  0.463
Cl 7.599 2.615 -1.061  -0.442
Si 5.886 1.244 -0.620  0.149
Cl 7.111 -0.545 -0.251  -0.424
Cl 5.338 0.826 -2.666  -0.308
C -1.348 3.074 -5.293  -0.552
C -2.159 2.436 -4.360  -0.516
C -1.731 1.268 -3.743  -0.313
C -0.487 0.686 -4.032  0.300
C 0.310 1.351 -4.977  -0.261
C -0.108 2.522 -5.600  -0.608
Si 0.181 -0.782 -2.996  0.706
C 1.202 -1.764 -4.324  0.053
C 2.550 -2.064 -4.095  0.053
C 3.298 -2.827 -4.989  -0.877
C 2.709 -3.310 -6.149  -0.318
C 1.375 -3.012 -6.414  -0.576
C 0.642 -2.248 -5.515  -0.285
H -1.676 3.992 -5.767  0.329
H -3.125 2.861 -4.110  0.366
H -2.370 0.794 -3.000  0.215
H 1.286 0.938 -5.225  0.339
H 0.539 3.012 -6.319  0.349
H -1.073 -1.644 -3.019  -0.485
H 3.038 -1.671 -3.208  0.239
H 4.343 -3.033 -4.783  0.401
H 3.287 -3.904 -6.849  0.337
H 0.912 -3.376 -7.326  0.355
H -0.397 -2.017 -5.736  0.286

As for the HOMO energy: -1.3684 eV. The calculation puts the LUMO energy at 3.997 eV. The charge is -2. For the strongest force on any atom, the calculation gives 0.596 eV/A.